Computed, not measured: a cluster of 4 separate species, C26H60NO12P2 in total, with ωB97M-V/def2-TZVPD.

Geometry as ORCA input:
```
! RIJCOSX wB97M-V def2-TZVPD def2/J DEFGRID3
* xyz -1 1
C 2.91 0.63 4.04
C 2.17 1.24 2.83
O 2.05 0.27 1.85
P 0.72 0.35 0.70
O 0.92 2.11 0.60
C 0.60 -1.56 0.92
C -0.01 -2.44 -0.16
N -1.43 -2.79 0.11
C 1.89 0.20 -0.80
C 3.28 -0.36 -0.49
C 4.32 0.71 -0.15
C 5.74 0.30 -0.56
C 6.78 0.46 0.57
O 6.31 0.05 1.84
C 6.18 -1.36 1.98
P -1.12 0.47 -0.63
C -0.83 1.40 -2.20
C -0.56 2.91 -2.09
C -2.51 1.34 0.25
C -3.88 0.77 -0.19
H 3.36 -0.31 3.74
H 2.17 0.38 4.80
H 3.62 1.32 4.48
H 2.75 2.10 2.49
H 1.20 1.60 3.19
H -0.20 0.52 1.84
H 0.16 2.52 1.04
H 0.02 -1.74 1.83
H 1.58 -1.96 1.15
H 0.11 -2.06 -1.17
H 0.53 -3.39 -0.15
H -1.95 -2.51 -0.71
H -1.76 -2.23 0.88
H 2.03 1.20 -1.18
H 1.45 -0.37 -1.61
H 3.28 -1.14 0.27
H 3.65 -0.84 -1.40
H 4.06 1.61 -0.71
H 4.27 0.97 0.90
H 5.78 -0.73 -0.91
H 6.08 0.92 -1.38
H 7.08 1.50 0.62
H 7.66 -0.13 0.31
H 5.14 -1.62 2.15
H 6.79 -1.67 2.81
H 6.48 -1.88 1.08
H -1.74 1.28 -2.79
H -0.04 0.95 -2.78
H -1.23 3.40 -1.40
H 0.46 3.07 -1.74
H -0.63 3.38 -3.07
H -2.38 1.28 1.33
H -2.51 2.38 -0.06
H -4.32 0.13 0.56
H -3.75 0.18 -1.09
H -4.55 1.59 -0.45
C 6.14 1.57 6.35
C 6.85 2.76 5.75
O 6.50 3.99 6.41
C 7.07 4.21 7.59
O 7.88 3.50 8.14
O 6.62 5.37 8.06
C 7.11 5.71 9.36
H 5.06 1.73 6.35
H 6.36 0.67 5.78
H 6.44 1.40 7.39
H 6.55 2.89 4.72
H 7.94 2.63 5.78
H 8.20 5.68 9.38
H 6.71 5.03 10.11
H 6.77 6.72 9.57
C -3.33 -2.65 -6.82
C -4.58 -3.34 -6.32
O -4.28 -4.41 -5.42
C -3.95 -4.03 -4.18
O -3.90 -2.89 -3.78
O -3.69 -5.12 -3.46
C -3.27 -4.83 -2.11
H -2.65 -3.38 -7.26
H -3.58 -1.90 -7.57
H -2.81 -2.15 -6.00
H -5.11 -3.81 -7.15
H -5.27 -2.63 -5.85
H -3.99 -4.19 -1.61
H -2.29 -4.36 -2.12
H -3.21 -5.78 -1.59
C -10.99 -2.02 -4.37
C -10.66 -0.57 -4.67
O -9.68 -0.05 -3.77
C -8.42 -0.42 -4.02
O -8.06 -1.12 -4.94
O -7.64 0.12 -3.09
C -6.25 -0.24 -3.20
H -11.29 -2.13 -3.33
H -11.80 -2.36 -5.01
H -10.13 -2.66 -4.54
H -11.54 0.05 -4.52
H -10.33 -0.44 -5.70
H -5.87 -0.04 -4.19
H -6.11 -1.30 -2.96
H -5.71 0.36 -2.47
*
```

frontier orbital gap: 5.6 eV

Atomic partial charges in e from the Löwdin method, atoms 1 to 6: number 1, C, carries -0.07; number 2, C, carries -0.37; number 3, O, carries -0.37; number 4, P, carries 0.46; number 5, O, carries -0.36; number 6, C, carries -0.31